i | Entry from the OMol25 dataset: a cluster of 2 separate species, C3H11N2S2 in total (ωB97M-V with the def2-TZVPD basis set).

Geometry (Å):
N: -1.136 1.246 -0.485
C: -1.077 0.841 -1.725
N: -0.360 -0.174 -2.130
H: -0.586 0.796 0.242
H: -1.751 2.008 -0.254
H: -1.662 1.367 -2.467
H: -0.317 -0.406 -3.109
H: 0.182 -0.712 -1.456
C: 2.412 0.422 0.155
S: 1.410 0.126 1.638
S: 0.306 -1.520 0.980
C: -1.118 -1.366 2.085
H: 2.680 -0.519 -0.312
H: 1.903 1.076 -0.552
H: 3.323 0.900 0.500
H: -1.587 -0.390 2.006
H: -1.812 -2.146 1.775
H: -0.808 -1.546 3.108

Computed properties:
Net charge: +1
Highest occupied orbital energy: -11.909 eV
Gap between HOMO and LUMO: 0.3147 Eh


ii | Entry from the OMol25 dataset: a cluster of 2 separate species, C3H11N2S2 in total (ωB97M-V with the def2-TZVPD basis set).

Geometry (Å):
C: -0.503 2.242 -2.247
S: -1.097 0.631 -2.822
S: -2.819 0.523 -1.665
H: -1.151 3.001 -2.719
H: 0.548 2.318 -2.636
H: -0.561 2.318 -1.128
H: -2.325 -0.415 -0.837
C: 0.717 0.673 0.917
N: 1.071 -0.734 0.941
C: 0.388 -1.646 1.587
N: 0.801 -2.888 1.837
H: 0.888 1.089 -0.103
H: 1.271 1.265 1.644
H: -0.397 0.709 1.101
H: 1.981 -1.001 0.504
H: -0.576 -1.306 1.992
H: 1.557 -3.303 1.289
H: 0.207 -3.475 2.345

Computed properties:
Net charge: +1
Highest occupied orbital energy: -11.752 eV
Gap between HOMO and LUMO: 0.2897 Eh


It turns out i is the most stable, with the second structure 0.0272 hartree higher.


i | Entry from the OMol25 dataset: a structure of composition C3H11N2 (ωB97M-V with the def2-TZVPD basis set).

Geometry (Å):
C: 0.584 -1.266 -2.069
N: 0.880 -1.193 -0.588
H: 1.368 -1.841 -2.550
H: 0.462 -0.258 -2.436
H: -0.366 -1.783 -2.139
H: 1.897 -1.083 -0.513
H: 0.563 -0.184 0.102
H: 0.784 -2.068 -0.082
C: -1.642 0.364 0.950
C: 0.268 1.805 1.132
N: -0.183 0.638 0.912
H: -1.727 -0.600 0.453
H: -1.994 0.228 1.978
H: -2.244 1.143 0.496
H: 1.157 2.190 0.638
H: -0.241 2.548 1.737

Computed properties:
Net charge: +1
Highest occupied orbital energy: -14.792 eV
Gap between HOMO and LUMO: 0.4057 Eh


ii | Entry from the OMol25 dataset: a cluster of 2 separate species, C3H11N2 in total (ωB97M-V with the def2-TZVPD basis set).

Geometry (Å):
C: -0.907 -1.594 -2.568
N: -1.102 -0.800 -1.609
H: -1.537 -1.595 -3.456
H: -0.140 -2.357 -2.469
H: 0.305 0.089 -0.226
H: -1.781 -0.077 -1.847
C: 1.098 -0.442 1.548
N: 0.129 0.351 0.747
C: 0.185 1.841 0.919
H: 2.093 -0.053 1.377
H: 0.848 -0.442 2.604
H: 1.012 -1.471 1.202
H: -0.831 0.045 0.896
H: 1.015 2.189 0.321
H: 0.369 2.045 1.970
H: -0.755 2.270 0.592

Computed properties:
Net charge: +1
Highest occupied orbital energy: -14.489 eV
Gap between HOMO and LUMO: 0.4209 Eh


It turns out ii is the most stable, with the second structure 0.0203 hartree higher.


i | Entry from the OMol25 dataset: a cluster of 7 separate species, FH12O6 in total (ωB97M-V with the def2-TZVPD basis set).

Geometry (Å):
F: -0.090 -0.065 0.003
O: -0.876 0.060 -2.420
H: -0.484 0.105 -1.533
H: -0.099 -0.197 -2.917
O: 1.979 -1.624 -0.654
H: 1.247 -1.007 -0.492
H: 2.601 -1.058 -1.088
O: -1.181 -2.361 0.207
H: -0.775 -1.542 0.002
H: -0.664 -3.050 -0.192
O: -1.457 0.118 2.257
H: -1.241 -0.640 2.775
H: -0.890 0.071 1.432
O: 1.787 1.438 1.057
H: 1.151 0.808 0.669
H: 1.356 1.681 1.883
O: -1.022 2.406 -0.642
H: -0.824 3.136 -0.087
H: -0.509 1.716 -0.251

Computed properties:
Net charge: -1
Highest occupied orbital energy: -6.890 eV
Gap between HOMO and LUMO: 0.3940 Eh


ii | Entry from the OMol25 dataset: a cluster of 7 separate species, FH12O6 in total (ωB97M-V with the def2-TZVPD basis set).

Geometry (Å):
F: -0.106 -0.019 -0.133
O: 1.908 0.131 1.457
H: 2.670 0.339 0.939
H: 1.093 0.073 0.899
O: -0.850 1.972 -1.679
H: -1.763 2.052 -1.340
H: -0.501 1.255 -1.104
O: -2.678 -0.744 -0.600
H: -2.734 -1.582 -0.073
H: -1.765 -0.443 -0.429
O: 0.418 -2.486 0.675
H: 1.352 -2.437 0.550
H: 0.103 -1.601 0.381
O: 2.234 -0.308 -1.616
H: 1.491 -0.266 -1.040
H: 2.690 -1.068 -1.240
O: -1.267 1.672 1.871
H: -0.885 1.083 1.173
H: -1.415 2.384 1.316

Computed properties:
Net charge: -1
Highest occupied orbital energy: -7.231 eV
Gap between HOMO and LUMO: 0.4005 Eh


It turns out ii is the most stable, with the second structure 0.0041 hartree higher.


i | Entry from the OMol25 dataset: the molecule C3H3ClO (ωB97M-V with the def2-TZVPD basis set).

Geometry (Å):
C: 0.409 -0.856 -1.328
C: 0.147 -0.073 -0.225
Cl: 1.299 0.308 1.100
C: -1.310 0.180 0.036
O: -2.122 0.200 -0.917
H: 1.519 -1.131 -1.612
H: -0.375 -1.580 -1.838
H: -1.728 0.385 1.190

Computed properties:
SMILES: C=C(Cl)C=O
Highest occupied orbital energy: -10.153 eV
Gap between HOMO and LUMO: 0.3508 Eh


ii | Entry from the OMol25 dataset: a structure of composition C3H3ClO (ωB97M-V with the def2-TZVPD basis set).

Geometry (Å):
C: 0.210 0.001 -0.065
C: -1.575 0.190 0.693
C: 1.536 0.009 -0.534
O: -0.921 -0.710 -0.259
Cl: 2.043 -1.212 -1.635
H: -1.973 1.101 0.298
H: -1.577 -0.111 1.720
H: 2.258 0.732 -0.217

Computed properties:
Highest occupied orbital energy: -8.775 eV
Gap between HOMO and LUMO: 0.3092 Eh


iii | Entry from the OMol25 dataset: a cluster of 2 separate species, C3H3ClO in total (ωB97M-V with the def2-TZVPD basis set).

Geometry (Å):
C: -2.390 0.623 0.541
C: -2.693 -2.536 1.537
C: -1.279 -0.370 0.429
O: -3.083 -1.811 2.308
Cl: -1.873 2.204 0.611
H: -1.680 -1.462 0.199
H: -1.152 -0.612 1.553
H: -0.353 -0.096 -0.158

Computed properties:
Highest occupied orbital energy: -8.707 eV
Gap between HOMO and LUMO: 0.3088 Eh


It turns out i is the most stable, with the second structure 0.0711 hartree higher.


i | Entry from the OMol25 dataset: a cluster of 2 separate species, C7H12O in total (ωB97M-V with the def2-TZVPD basis set).

Geometry (Å):
C: 0.798 -1.635 1.867
C: 2.005 -2.200 1.859
C: -0.713 -0.618 0.410
C: 0.294 -0.401 1.318
C: -2.366 1.544 -2.303
C: -1.324 0.854 -1.590
C: -1.508 0.228 -0.388
H: 0.073 -2.331 2.452
H: 2.906 -1.851 1.513
H: 2.237 -2.980 2.415
H: -1.106 -1.650 0.300
H: 0.695 0.697 1.684
H: -2.948 0.637 -2.704
H: -2.917 2.179 -1.596
H: -2.094 2.254 -3.025
H: -0.476 0.529 -2.164
H: -2.453 0.498 0.128
H: 2.555 0.724 0.116
H: 3.162 2.224 -0.023
O: 3.180 1.299 -0.267

Computed properties:
Net charge: -1
Multiplicity: 2
Highest occupied orbital energy (alpha / beta): 0.539 / -3.531 eV
Gap between HOMO and LUMO (alpha / beta): 0.1220 / 0.2684 Eh
⟨S²⟩: 0.757


ii | Entry from the OMol25 dataset: the ion C7H12O with charge -1 (ωB97M-V with the def2-TZVPD basis set).

Geometry (Å):
O: -0.860 -3.419 0.882
C: -0.215 -2.443 1.182
C: 0.910 -1.799 0.257
C: 0.894 -0.259 0.452
C: -0.422 0.404 0.087
C: -1.431 0.384 1.120
C: -0.513 0.965 -1.226
C: 0.376 2.168 -1.375
H: -0.423 -1.962 2.131
H: 1.857 -2.088 0.611
H: 0.813 -2.161 -0.733
H: 1.796 0.020 -0.227
H: 1.118 0.076 1.479
H: -1.148 0.131 2.069
H: -2.565 0.753 1.082
H: -0.437 0.209 -1.991
H: -1.453 1.410 -1.391
H: 1.419 2.214 -1.003
H: -0.131 3.062 -0.965
H: 0.415 2.334 -2.444

Computed properties:
Net charge: -1
Multiplicity: 2
Highest occupied orbital energy (alpha / beta): 0.877 / -3.623 eV
Gap between HOMO and LUMO (alpha / beta): 0.1175 / 0.2786 Eh
⟨S²⟩: 0.753


It turns out ii is the most stable, with the second structure 0.0520 hartree higher.


i | Entry from the OMol25 dataset: the ion C6H13N with charge -1 (ωB97M-V with the def2-TZVPD basis set).

Geometry (Å):
C: 0.265 1.059 0.412
N: 0.456 -0.210 -0.277
C: -0.307 -0.415 -1.511
C: -0.056 0.686 -2.513
C: 0.243 -1.411 0.644
C: 0.235 -0.785 2.019
C: -0.257 0.664 1.787
H: 1.212 1.578 0.605
H: -0.439 1.751 -0.091
H: -1.419 -0.405 -1.265
H: -0.113 -1.392 -1.977
H: -0.451 0.440 -3.496
H: 1.018 0.867 -2.683
H: -0.428 1.673 -2.186
H: 1.097 -2.035 0.389
H: -0.727 -1.808 0.343
H: 1.221 -0.830 2.490
H: -0.327 -1.368 2.762
H: 0.140 1.274 2.637
H: -1.361 0.666 1.910

Computed properties:
Net charge: -1
Multiplicity: 2
Highest occupied orbital energy (alpha / beta): 1.534 / -4.411 eV
Gap between HOMO and LUMO (alpha / beta): 0.0994 / 0.3224 Eh
⟨S²⟩: 0.750


ii | Entry from the OMol25 dataset: the ion C6H13N with charge -1 (ωB97M-V with the def2-TZVPD basis set).

Geometry (Å):
C: -1.028 1.104 -0.574
C: -1.937 0.068 0.115
C: -1.493 -0.145 1.576
C: -0.634 -1.131 1.923
C: 0.283 0.592 -1.263
N: 1.438 0.559 -0.413
C: 2.485 -0.372 -0.691
H: -0.556 1.880 0.219
H: -1.609 1.546 -1.342
H: -2.955 0.421 0.066
H: -1.887 -0.946 -0.395
H: -1.776 0.552 2.401
H: -0.217 -1.353 2.890
H: -0.622 -1.996 1.134
H: -0.059 -0.466 -1.558
H: 0.550 1.059 -2.213
H: 1.457 0.652 0.584
H: 3.292 -0.020 -1.475
H: 2.133 -1.274 -1.191
H: 3.135 -0.729 0.207

Computed properties:
Net charge: -1
Multiplicity: 2
Highest occupied orbital energy (alpha / beta): 1.516 / -4.455 eV
Gap between HOMO and LUMO (alpha / beta): 0.0964 / 0.3097 Eh
⟨S²⟩: 0.752


It turns out i is the most stable, with the second structure 0.0636 hartree higher.